Entry 1:
The following is a DFT calculation (ωB97M-V/def2-TZVPD) of a structure of composition C18H21CoN5OS.

## Properties
- E_HOMO (spin up / spin down) (eV) = -14.37 / -14.37
- LUMO level (spin up / spin down) (eV) = -7.3 / -6.6
- frontier orbital gap (spin up / spin down) (eV) = 7.035 / 7.778

ORCA input file:
```
! wB97M-V def2-TZVPD RIJCOSX def2/J DEFGRID3
* xyz 2 2
Co 0.10 0.15 -0.15
C -0.99 2.70 -1.38
N -0.16 2.38 -0.22
C 1.20 2.95 -0.21
C 2.10 1.99 0.50
N 1.92 0.68 0.36
C 2.95 0.08 1.07
C 3.26 -1.27 1.23
C 4.36 -1.57 2.01
C 5.11 -0.57 2.64
C 4.80 0.77 2.49
C 3.73 1.09 1.67
N 3.16 2.28 1.28
C -1.56 1.44 -1.96
N -0.99 0.25 -1.77
C -1.68 -0.64 -2.57
C -1.48 -1.99 -2.84
C -2.35 -2.60 -3.72
C -3.42 -1.91 -4.30
C -3.62 -0.56 -4.07
C -2.72 0.07 -3.22
N -2.59 1.38 -2.81
H -0.37 3.16 -2.16
H -1.79 3.41 -1.14
H -0.64 2.65 0.64
H 1.23 3.95 0.23
H 1.55 3.01 -1.24
H 2.67 -2.03 0.75
H 4.65 -2.60 2.14
H 5.95 -0.85 3.25
H 5.37 1.54 3.00
H 3.49 3.20 1.51
H -0.65 -2.51 -2.40
H -2.21 -3.64 -3.97
H -4.09 -2.43 -4.96
H -4.44 -0.02 -4.53
H -3.16 2.15 -3.13
C -0.84 -1.76 3.74
S -1.67 -0.62 2.59
C -3.12 -1.64 2.17
O -0.81 -0.70 1.33
H -0.85 -2.77 3.34
H -1.35 -1.73 4.70
H 0.18 -1.42 3.87
H -3.83 -1.59 2.99
H -2.82 -2.67 1.99
H -3.57 -1.22 1.28
*
```

***

Entry 2:
The following is a DFT calculation (ωB97M-V/def2-TZVPD) of the molecule C4H5NO2.

## Properties
- E_HOMO (spin up / spin down) (eV) = -7.49 / -7.49
- LUMO level (spin up / spin down) (eV) = 0.9 / 0.9
- frontier orbital gap (spin up / spin down) (eV) = 8.418 / 8.419

ORCA input file:
```
! wB97M-V def2-TZVPD RIJCOSX def2/J DEFGRID3
* xyz 0 1
O 1.94 -0.91 0.12
C 1.38 -1.44 -0.80
C 0.19 1.48 -0.08
C -1.03 1.55 0.79
N -0.58 0.38 0.05
C -0.80 -0.87 -0.12
O 0.05 -1.62 -0.91
H 1.87 -1.85 -1.69
H 1.22 1.43 0.24
H -1.91 2.05 0.40
H -1.01 1.42 1.87
H -1.73 -1.36 0.16
*
```

***

Entry 3:
The following is a DFT calculation (ωB97M-V/def2-TZVPD) of a cluster of 3 separate species, C27H31IN4O2 in total.

## Properties
- E_HOMO (eV) = -7.59
- LUMO level (eV) = -1.0
- frontier orbital gap (eV) = 6.598
- SMILES = C=CCc1cc(-c2ccncc2)c2c(c1C[C@H](C)I)C(=O)NC2=O.CCCC#N.CCCC#N

ORCA input file:
```
! wB97M-V def2-TZVPD RIJCOSX def2/J DEFGRID3
* xyz 0 1
C 4.01 1.32 0.25
C 3.57 1.74 1.57
C 2.01 2.10 1.89
C 1.05 1.11 1.11
C 1.35 -0.43 1.22
C 0.51 -1.51 0.47
C 0.76 -3.07 0.53
C 0.74 -4.02 -0.71
C 0.94 -5.54 -0.68
N 1.19 -6.21 0.55
C 1.26 -5.38 1.69
C 1.07 -3.86 1.86
C -0.66 -1.00 -0.40
C -0.95 0.53 -0.51
C -0.14 1.62 0.21
C -0.50 3.16 0.01
C -2.04 3.54 0.23
C -2.50 4.38 -1.09
I -2.37 4.93 1.92
C -2.18 0.58 -1.53
O -3.13 1.38 -1.66
N -1.99 -0.66 -2.34
C -1.71 -1.74 -1.34
O -2.20 -2.88 -1.25
H 4.19 0.21 0.07
H 4.22 2.06 -0.59
H 4.36 1.87 2.38
H 1.86 1.99 3.03
H 1.89 3.21 1.63
H 2.22 -0.74 1.88
H 0.53 -3.54 -1.73
H 0.90 -6.18 -1.63
H 1.50 -5.93 2.68
H 1.15 -3.31 2.86
H -0.11 3.54 -1.01
H 0.09 3.76 0.81
H -2.72 2.65 0.44
H -2.24 3.73 -1.99
H -1.78 5.28 -1.14
H -3.60 4.69 -1.04
H -2.98 -0.90 -2.56
C 1.88 -0.25 5.64
C 3.08 -0.97 6.25
C 4.38 -0.72 5.48
C 4.24 -1.21 4.07
N 4.13 -1.60 2.96
H 1.68 -0.60 4.63
H 0.99 -0.43 6.24
H 2.05 0.83 5.60
H 2.87 -2.04 6.29
H 3.21 -0.63 7.28
H 5.21 -1.24 5.96
H 4.62 0.35 5.46
C -5.02 0.57 -6.73
C -3.82 -0.26 -6.28
C -3.08 0.35 -5.09
C -2.56 1.71 -5.45
N -2.15 2.78 -5.73
H -4.71 1.57 -7.07
H -5.53 0.09 -7.56
H -5.74 0.70 -5.91
H -3.13 -0.37 -7.12
H -4.17 -1.26 -6.01
H -2.25 -0.29 -4.80
H -3.75 0.44 -4.23
*
```

***

Entry 4:
The following is a DFT calculation (ωB97M-V/def2-TZVPD) of a cluster of 2 separate species, C4H7NS in total.

## Properties
- E_HOMO (spin up / spin down) (eV) = -8.08 / -9.44
- LUMO level (spin up / spin down) (eV) = 1.0 / -1.7
- frontier orbital gap (spin up / spin down) (eV) = 9.104 / 7.741

ORCA input file:
```
! wB97M-V def2-TZVPD RIJCOSX def2/J DEFGRID3
* xyz 0 3
C 0.92 -2.22 -0.60
C 1.27 -1.15 0.16
C -1.72 0.86 0.09
C -1.31 2.14 0.39
N 2.16 -0.30 -0.33
S 2.48 1.15 0.20
H 0.23 -2.88 -0.27
H 1.31 -2.42 -1.59
H 0.78 -1.06 1.11
H -1.07 0.01 -0.16
H -2.71 0.54 0.03
H -2.09 2.92 0.47
H -0.24 2.41 0.50
*
```

***

Entry 5:
The following is a DFT calculation (ωB97M-V/def2-TZVPD) of a cluster of 2 separate species, C10H16 in total.

## Properties
- E_HOMO (eV) = -8.94
- LUMO level (eV) = 1.1
- frontier orbital gap (eV) = 9.996
- SMILES = Cc1ccccc1.CCC

ORCA input file:
```
! wB97M-V def2-TZVPD RIJCOSX def2/J DEFGRID3
* xyz 0 1
C -2.91 -0.77 -1.08
C -1.69 -1.09 -0.21
C -3.01 0.73 -1.34
H -2.69 -1.25 -2.04
H -3.83 -1.22 -0.73
H -1.73 -2.08 0.22
H -3.40 1.26 -0.47
H -2.06 1.11 -1.71
H -3.72 0.97 -2.14
H -0.77 -1.03 -0.79
H -1.60 -0.38 0.61
C 0.10 2.22 0.84
C 0.98 1.00 0.63
C 1.53 0.72 -0.61
C 1.10 0.06 1.66
C 2.06 -0.54 -0.90
C 1.69 -1.17 1.40
C 2.16 -1.46 0.13
H 0.72 3.01 1.25
H -0.73 2.02 1.51
H 1.54 1.52 -1.35
H 0.91 0.30 2.70
H 2.21 -0.76 -1.95
H 1.95 -1.83 2.22
H 2.70 -2.38 -0.05
H -0.33 2.54 -0.11
*
```

***

Entry 6:
The following is a DFT calculation (ωB97M-V/def2-TZVPD) of a cluster of 2 separate species, C5H8O2S in total.

## Properties
- E_HOMO (eV) = -9.04
- LUMO level (eV) = 0.0
- frontier orbital gap (eV) = 9.079

ORCA input file:
```
! wB97M-V def2-TZVPD RIJCOSX def2/J DEFGRID3
* xyz 0 1
C 0.07 0.48 1.46
C -1.42 0.76 0.85
C -0.91 0.14 -0.55
C -0.09 -1.04 -0.27
C 1.01 -0.38 0.65
H 0.44 1.93 2.50
H 0.10 -0.11 2.47
H -2.08 0.16 1.40
H -1.43 1.85 0.71
H -0.35 0.93 -1.03
H -0.50 -1.97 0.37
H 1.41 -1.34 1.16
H 1.87 -0.35 -1.24
O 0.72 1.63 1.55
O 2.01 0.26 0.01
S -0.83 -1.00 -1.98
*
```

***

Entry 7:
The following is a DFT calculation (ωB97M-V/def2-TZVPD) of a cluster of 5 separate species, C8H27O5 in total.

## Properties
- E_HOMO (eV) = -13.73
- LUMO level (eV) = -2.2
- frontier orbital gap (eV) = 11.503

ORCA input file:
```
! wB97M-V def2-TZVPD RIJCOSX def2/J DEFGRID3
* xyz 1 1
O 46.73 14.72 25.79
H 45.98 15.28 25.81
H 46.69 14.58 26.61
H 47.47 15.32 25.30
C 46.95 18.68 25.04
C 46.26 18.35 26.30
O 46.93 17.20 26.91
H 46.66 17.98 24.21
H 47.96 18.81 24.94
H 46.38 19.54 24.67
H 45.23 18.05 26.32
H 46.29 19.20 27.02
H 47.11 17.22 27.84
C 44.98 13.75 28.48
C 46.33 13.11 28.80
O 47.37 13.82 28.19
H 44.18 13.33 28.94
H 44.73 13.87 27.50
H 44.96 14.78 28.53
H 46.29 11.98 28.53
H 46.42 13.15 29.67
H 48.23 13.50 28.67
C 45.06 15.17 22.91
C 43.84 15.75 23.66
O 44.14 15.59 25.11
H 45.05 14.09 22.57
H 45.99 15.57 23.30
H 45.23 15.56 22.13
H 42.87 15.23 23.12
H 43.92 16.71 23.57
H 43.19 15.73 25.37
C 49.94 15.57 26.23
C 50.05 16.07 24.80
O 48.76 15.74 24.21
H 49.31 15.72 27.04
H 50.93 15.90 26.85
H 49.63 14.65 26.20
H 50.78 15.27 24.31
H 50.34 17.17 24.72
H 48.82 16.19 23.44
*
```

***

Entry 8:
The following is a DFT calculation (ωB97M-V/def2-TZVPD) of a structure of composition C3H8S2.

## Properties
- E_HOMO (eV) = -8.48
- LUMO level (eV) = 0.5
- frontier orbital gap (eV) = 8.994

ORCA input file:
```
! wB97M-V def2-TZVPD RIJCOSX def2/J DEFGRID3
* xyz 0 1
C 0.74 -2.17 0.76
C -0.33 0.50 0.94
C -0.48 1.66 -1.61
H 1.85 -2.62 1.51
H -0.48 -2.26 1.40
H 0.76 -2.75 -0.53
H -0.40 0.94 1.96
H -1.46 0.00 0.69
H 0.45 2.50 -2.41
H 0.15 0.77 -1.83
H -1.60 1.66 -1.90
S 1.13 -0.40 0.81
S -0.32 2.18 0.21
*
```

***

Total energy list, top to bottom, in Ha: -2828.00390; -360.50835; -1714.19023; -609.40858; -390.61596; -743.72058; -696.61646; -915.25367
F_max list, top to bottom, in eV Å⁻¹: 2.0; 0.6; 4.6; 3.2; 1.4; 6.5; 14.4; 5.4